{"formula": "CH6P2S", "method": "the ωB97M-V functional and the def2-TZVPD basis", "e_tot_ha": -1122.53101, "spin_multiplicity": 1, "smiles": "PC[PH2]=S", "relative_energy_kcal_mol": 17.8, "homo_lumo_gap_ha": 0.3429, "lumo_ev": 0.46, "species": ["P", "C", "P", "S", "H", "H", "H", "H", "H", "H"], "xyz": [[0.604797, 0.311444, 1.241241], [-0.587532, 0.546071, -0.268588], [0.279485, -0.428071, -1.583546], [-0.201519, -0.830303, -3.396941], [0.968221, -1.073414, 0.913763], [-0.524601, -0.162404, 1.891954], [-0.722895, 1.647464, -0.456124], [-1.556540, 0.076452, -0.063993], [1.602607, -0.331346, -1.049442], [-0.174318, -1.650635, -0.779604]], "forces_ev_per_angstrom": [[-0.70, -0.57, -0.93], [0.82, 1.32, -0.30], [-1.62, -2.89, 2.60], [0.27, 0.86, -0.51], [-0.15, 0.93, 0.22], [-0.15, -0.14, 1.01], [0.20, -1.08, 0.07], [0.32, 0.21, -0.25], [-0.13, 0.17, -0.86], [1.15, 1.19, -1.04]]}